{
  "formula": "C25H42ClGaNO7Sb",
  "method": "ωB97M-V/def2-TZVPD",
  "species": ["Sb", "Ga", "Cl", "O", "O", "O", "O", "O", "O", "O", "N", "C", "C", "C", "C", "C", "C", "C", "C", "C", "C", "C", "C", "C", "C", "C", "C", "C", "C", "C", "C", "C", "C", "C", "C", "C", "H", "H", "H", "H", "H", "H", "H", "H", "H", "H", "H", "H", "H", "H", "H", "H", "H", "H", "H", "H", "H", "H", "H", "H", "H", "H", "H", "H", "H", "H", "H", "H", "H", "H", "H", "H", "H", "H", "H", "H", "H", "H"],
  "coordinates": [[-0.1193, 0.5134, -1.7714], [-0.6373, -0.6555, 2.0443], [-3.2013, -0.6059, 3.4699], [-1.4403, 2.8300, 4.0668], [3.0752, -4.4927, 0.4967], [-0.8996, 1.1006, 2.7721], [-0.0272, -0.8228, 4.4920], [1.5323, -0.4246, 6.0389], [-0.6598, 2.0943, -0.1843], [1.5207, -2.9565, 0.4251], [1.9126, -2.2246, 3.0345], [2.1380, -1.8620, 4.2897], [-2.0174, 2.6118, 0.0159], [2.5349, 2.3028, -1.9296], [2.4041, -3.4784, 1.0495], [-2.8077, 0.9297, 4.2831], [-2.2047, -3.2703, -1.0577], [-0.8539, 0.8233, -4.7488], [-0.4662, 4.1134, 1.0353], [-2.8700, -2.3226, -0.2038], [-1.2776, 1.4693, -3.4312], [-2.7505, 1.1327, -3.1771], [-1.6227, 1.7007, 3.6728], [1.0935, -0.9823, 4.9237], [2.2565, 0.5482, -3.6972], [3.2337, -2.2995, 5.0274], [4.1307, -3.1510, 4.4166], [0.3068, 3.1322, 0.1827], [-2.4364, -3.2835, -2.5006], [-1.8569, 4.0748, 0.3924], [2.7681, -0.1283, -1.3380], [-1.2501, -4.2111, -0.4862], [2.7740, -3.0620, 2.4532], [2.0569, 0.8895, -2.2267], [-1.0328, 2.9746, -3.4493], [3.9000, -3.5427, 3.1101], [0.1136, 1.1758, -5.0942], [-2.9640, 0.0977, -3.4549], [-0.5174, 3.7802, 2.0704], [-1.3149, -4.2866, 0.5959], [0.8569, 0.1481, 6.4308], [3.8490, -0.0352, -1.4841], [-1.5756, 3.4219, -4.2888], [3.5682, 2.3996, -2.2795], [-1.3853, 3.4590, -2.5362], [-2.5969, 2.4750, -0.8911], [-2.0686, -1.7077, 0.2861], [-2.7272, -2.3046, -2.8807], [3.3688, -1.9822, 6.0513], [-2.4633, 2.0239, 0.8176], [2.5541, 0.0334, -0.2792], [0.0242, 3.2070, -3.5870], [2.4809, -1.1500, -1.5953], [-3.6884, 1.5618, 4.2526], [-3.5838, -1.6760, -0.7091], [-1.5901, 1.0844, -5.5155], [3.7450, -4.8875, 1.0658], [4.9942, -3.5143, 4.9569], [4.6092, -4.2029, 2.6266], [-3.0651, 1.2763, -2.1450], [2.5341, 2.5159, -0.8633], [-2.5686, 0.7046, 5.3183], [0.6675, 3.6113, -0.7272], [-2.6394, 4.3930, 1.0778], [-0.0091, 5.1005, 1.0040], [-3.3806, 1.7720, -3.8025], [-0.8280, -0.2705, -4.6873], [-3.3330, -2.8155, 0.6583], [-1.3150, -5.1950, -0.9579], [1.9459, 3.0604, -2.4470], [-1.8891, 4.7065, -0.4969], [-3.2987, -3.9475, -2.6759], [1.1259, 2.6485, 0.7117], [-0.2486, -3.8207, -0.7416], [3.3266, 0.4038, -3.8749], [1.9257, 1.3532, -4.3505], [1.7547, -0.3809, -3.9892], [-1.6001, -3.7013, -3.0603]],
  "forces_ev_per_angstrom": [[-0.1599, 0.4482, -0.2727], [-0.0291, 0.0764, 0.4772], [-0.0377, -0.1392, -0.0840], [-0.0351, -0.1451, -0.0538], [0.0158, -0.0131, -0.1124], [0.1086, 0.1628, -0.3168], [0.1437, -0.0486, -0.2494], [0.2056, -0.0113, 0.0556], [0.3785, -0.3553, -0.8286], [-0.1597, 0.1761, -0.0452], [-0.0479, -0.0853, -0.0350], [0.0631, -0.1188, -0.0437], [-0.4827, 0.0531, 0.2019], [0.1689, -0.0579, -0.0972], [0.0372, -0.1002, -0.0338], [0.3064, 0.3092, 0.0076], [0.2881, -0.2762, -0.0163], [0.0045, 0.0202, 0.0271], [-0.1613, -0.1508, 0.0435], [-0.3504, 0.2750, 0.1163], [0.3058, -0.0314, 0.5395], [0.0442, -0.0097, -0.0714], [-0.1505, -0.0771, 0.0946], [-0.0825, -0.0536, 0.0307], [-0.0832, -0.0592, 0.0205], [-0.0543, 0.1286, 0.1003], [0.1294, -0.0676, 0.0885], [0.1572, 0.4305, 0.2606], [0.1303, 0.1732, -0.1628], [0.2334, -0.0335, 0.0072], [-0.0186, 0.0190, -0.0620], [-0.2518, -0.0882, 0.1442], [-0.1285, 0.1570, 0.2005], [-0.4829, 0.2089, 0.4223], [-0.0665, -0.0450, -0.0662], [0.0048, -0.0209, -0.1336], [-0.0734, -0.0336, -0.0294], [-0.0166, -0.0076, 0.0391], [0.0248, -0.0388, 0.0308], [0.0502, 0.0337, -0.0059], [-0.1548, -0.0055, -0.0347], [-0.0246, -0.0099, -0.0075], [-0.0073, 0.0034, 0.0367], [-0.0174, -0.0204, -0.0038], [0.0462, 0.0283, -0.0477], [0.1486, 0.0378, 0.0162], [-0.0453, -0.2017, -0.1686], [-0.0412, -0.0062, 0.0204], [-0.0015, 0.0077, -0.0323], [0.1020, -0.0355, 0.0434], [0.0273, -0.0312, 0.0204], [-0.0192, 0.0373, 0.0034], [0.0288, -0.0383, 0.0866], [-0.0418, -0.0119, -0.0148], [0.0460, -0.0089, -0.0145], [-0.0089, -0.0262, 0.0200], [-0.0235, 0.0281, 0.1012], [0.0074, 0.0045, -0.0289], [0.0049, 0.0154, 0.0387], [-0.0816, -0.0654, -0.0827], [0.1028, -0.0107, -0.0868], [-0.0301, -0.0629, 0.0082], [-0.0663, -0.1049, 0.0095], [-0.0067, 0.0039, -0.0218], [-0.0335, 0.0062, -0.0242], [0.0039, -0.0430, -0.0269], [0.0003, 0.0241, -0.0580], [0.0836, -0.0754, -0.0193], [0.0306, 0.0557, -0.0932], [0.0542, 0.0115, -0.0088], [-0.0391, -0.0003, 0.0118], [-0.0116, -0.0147, 0.1162], [-0.0708, -0.0851, -0.0186], [0.0577, 0.0698, 0.0318], [-0.0089, -0.0284, 0.0345], [0.0324, -0.0253, 0.0243], [0.0624, 0.0301, -0.0556], [-0.0333, -0.0561, 0.0376]],
  "mulliken_charge": [0.91, 0.94, -0.17, -0.63, -0.47, -0.43, -0.51, -0.43, -0.16, -0.33, 0.16, 0.60, -0.48, -1.76, 0.34, -0.46, 1.13, -1.78, -0.51, -0.68, 1.25, -1.44, 0.55, 0.05, -1.83, -0.65, -0.77, -0.41, -1.00, -0.75, -1.92, -1.02, 0.93, 1.61, -1.33, -0.77, 0.33, 0.24, 0.01, 0.35, 0.38, 0.50, 0.54, 0.52, 0.12, 0.25, -0.50, 0.12, 0.50, 0.23, 0.37, 0.26, 0.44, 0.41, 0.37, 0.47, 0.29, 0.46, 0.28, 0.32, 0.39, 0.34, 0.38, 0.46, 0.48, 0.43, 0.38, 0.44, 0.46, 0.27, 0.25, 0.39, 0.35, 0.21, 0.56, 0.35, 0.37, 0.39],
  "relative_energy_kj_mol": 398.33,
  "homo_ha": -0.492,
  "lumo_ev": -7.174,
  "charge": 2,
  "orbital_gap_ev": 6.20
}